Run one
Below is a single C5H10N2O2 molecule, with properties calculated with ωB97M-V/def2-TZVPD.

Geometry as XYZ:
```
19
Properties=species:S:1:pos:R:3:lowdin_charge:R:1
O -0.15 -1.55 -0.26 -0.022
O 2.18 0.78 -0.16 -0.124
N -2.23 -0.72 0.08 -0.006
N -3.13 0.25 0.07 -0.061
C -1.03 -0.48 -0.25 -0.333
C 0.86 1.18 0.38 -0.212
C 2.12 -0.63 -0.34 -0.187
C -0.43 0.91 -0.39 -0.078
C 0.99 -1.35 0.41 -0.238
H 0.82 -0.91 1.36 0.111
H -0.13 1.09 -1.38 0.110
H 2.21 -0.81 -1.43 0.138
H -4.17 -0.08 0.00 0.123
H 3.07 -1.04 0.00 0.112
H 0.96 2.28 0.70 0.145
H 0.71 0.85 1.43 0.116
H -1.16 1.63 0.04 0.124
H 1.50 -2.37 0.50 0.155
H -2.99 0.97 -0.76 0.129
```

Net charge = 0
2S+1 = 1
SMILES = N/N=C1\CCOCCO1
Highest occupied orbital energy = -8.56 eV


Run two
Below is a molecular structure, C5H10N2O2, with properties calculated with ωB97M-V/def2-TZVPD.

Geometry as XYZ:
```
19
Properties=species:S:1:pos:R:3:lowdin_charge:R:1
O 0.78 1.82 -1.22 -0.005
O 0.12 -1.33 1.44 0.053
N 0.98 -2.47 -0.35 0.160
N 1.56 -0.20 0.01 0.117
C -1.04 0.11 -0.85 -0.106
C 0.61 -1.30 0.31 -0.576
C -0.06 1.77 1.07 -0.028
C -2.28 0.12 -0.37 -0.011
C 0.25 1.23 -0.30 -0.501
H 0.76 2.41 1.40 0.089
H -0.18 0.94 1.77 0.069
H 0.55 -3.30 0.04 0.106
H 1.22 -2.41 -1.33 0.099
H -1.00 2.32 1.04 0.087
H -0.89 0.03 -1.92 0.080
H 2.41 -0.18 0.56 0.138
H -3.14 0.28 -1.01 0.058
H -2.48 0.23 0.68 0.059
H 1.83 -0.05 -0.96 0.112
```

Net charge = 0
2S+1 = 1
Highest occupied orbital energy = -8.89 eV


Run three
Below is a single C5H10N2O2 molecule, with properties calculated with ωB97M-V/def2-TZVPD.

Geometry as XYZ:
```
19
Properties=species:S:1:pos:R:3:lowdin_charge:R:1
O -2.17 0.65 -0.96 0.085
O 0.06 -1.87 -0.09 -0.138
N 1.36 -2.41 -0.39 0.069
N -0.67 0.89 0.71 -0.153
C -0.33 -0.86 -0.93 -0.290
C -0.64 2.34 0.67 -0.045
C 0.27 0.29 1.64 -0.060
C 0.14 -0.67 -2.16 0.098
C -1.19 0.24 -0.37 -0.422
H 0.36 2.68 0.37 0.093
H 0.88 -1.32 -2.59 0.058
H 1.19 -3.27 -0.93 0.103
H 1.72 -2.68 0.51 0.082
H 1.29 0.25 1.24 0.096
H -0.06 -0.72 1.89 0.087
H -0.88 2.76 1.64 0.088
H 0.28 0.89 2.55 0.089
H -1.37 2.68 -0.06 0.087
H -0.23 0.15 -2.75 0.072
```

Net charge = 0
2S+1 = 1
SMILES = C=C(ON)C(=O)N(C)C
Highest occupied orbital energy = -8.90 eV


Run four
Below is a single C5H10N2O2 molecule, with properties calculated with ωB97M-V/def2-TZVPD.

Geometry as XYZ:
```
19
Properties=species:S:1:pos:R:3:lowdin_charge:R:1
O -2.72 1.65 0.09 -0.065
O 1.15 1.38 -0.69 -0.114
N -1.68 0.81 -0.13 -0.054
N -3.02 -1.13 0.29 0.085
C -1.93 -0.57 -0.11 -0.434
C 0.61 -1.07 -0.26 -0.050
C 2.87 -0.03 0.37 -0.026
C 1.25 0.20 0.18 -0.411
C -0.74 -1.43 -0.53 0.028
H 3.39 0.78 0.77 0.044
H -3.49 1.50 -0.58 0.151
H 2.98 -0.72 1.11 0.036
H -3.65 -0.39 0.88 0.106
H 3.36 -0.40 -0.54 0.085
H -0.88 1.19 -0.61 0.094
H -0.91 -2.42 -0.98 0.106
H 1.35 -1.63 -0.70 0.064
H 0.84 0.23 1.23 0.146
H 1.21 2.07 0.19 0.210
```

Net charge = 0
2S+1 = 1
SMILES = [H]/N=C(/C=C\[C@@H](C)O)NO
Highest occupied orbital energy = -8.92 eV


Energy above the most stable structure, in hartree: run one 0.0274; run two 0.0072; run three 0.0000; run four 0.0733


Run one
Below is a molecular structure, C5H5NOS, with properties calculated with ωB97M-V/def2-TZVPD.

Geometry as XYZ:
```
13
Properties=species:S:1:pos:R:3:lowdin_charge:R:1
S -0.14 2.17 -2.10 0.754
O 1.00 -0.87 -0.66 -0.056
N -0.27 -1.02 1.51 0.092
C -1.01 -0.42 0.44 -0.201
C 0.08 0.33 1.13 -0.187
C 0.11 0.90 -1.17 -0.699
C 1.07 0.46 -0.06 -0.203
C -0.38 -0.52 -0.98 -0.203
H 0.42 -1.67 1.15 0.108
H 2.09 0.86 0.07 0.159
H -0.82 -1.11 -1.74 0.140
H -2.09 -0.24 0.55 0.154
H -0.05 1.13 1.85 0.144
```

Net charge = 0
2S+1 = 1
Highest occupied orbital energy = -9.02 eV


Run two
Below is a single C5H5NOS molecule, with properties calculated with ωB97M-V/def2-TZVPD.

Geometry as XYZ:
```
13
Properties=species:S:1:pos:R:3:lowdin_charge:R:1
S -3.90 0.01 0.02 0.709
O -1.63 -1.18 0.00 -0.032
N -1.55 1.21 -0.04 0.076
C 1.95 -0.03 0.03 -0.056
C 0.45 -0.01 0.03 -0.270
C -2.28 0.02 0.02 -0.904
C -0.24 -1.17 0.00 0.004
C -0.25 1.19 0.02 -0.078
H 2.35 -0.97 -0.36 0.083
H 2.37 0.20 1.03 0.097
H 0.17 -2.18 -0.07 0.147
H 2.34 0.73 -0.68 0.089
H 0.23 2.17 -0.01 0.135
```

Net charge = 0
2S+1 = 1
SMILES = Cc1cnc(=S)oc1
Highest occupied orbital energy = -8.52 eV


Run three
Below is a single C5H5NOS molecule, with properties calculated with ωB97M-V/def2-TZVPD.

Geometry as XYZ:
```
13
Properties=species:S:1:pos:R:3:lowdin_charge:R:1
S 2.75 -1.45 -0.23 0.771
O -1.24 -0.09 0.16 0.101
N 1.02 0.27 -0.39 0.063
C 0.19 -1.91 0.05 -0.084
C 1.25 -1.02 -0.21 -0.987
C -0.24 0.60 -0.16 -0.374
C -0.33 2.21 0.01 0.015
C -1.01 -1.49 0.33 0.029
H -1.85 -1.84 0.70 0.090
H -0.47 2.54 0.99 0.033
H 0.71 2.49 -0.63 0.150
H 0.45 -2.94 -0.06 0.111
H -1.23 2.63 -0.56 0.082
```

Net charge = 0
2S+1 = 1
SMILES = Cc1nc(=S)cco1
Highest occupied orbital energy = -8.23 eV


Energy above the most stable structure, in hartree: run one 0.0791; run two 0.0000; run three 0.0592